# 1
The following is a DFT calculation (ωB97M-V with the def2-TZVPD basis set) of a structure of composition C28H39F6IN4O8S3.

CARTESIAN COORDINATES (ANGSTROEM)
C1 -0.817 8.651 -0.645
C2 -1.707 7.649 -1.320
C3 -2.221 7.897 -2.588
C4 -3.039 6.977 -3.209
C5 -3.353 5.784 -2.585
C6 -2.850 5.517 -1.325
C7 -3.202 4.239 -0.583
C8 -1.964 3.548 -0.071
C9 -1.581 3.287 1.226
S1 -2.716 3.737 2.531
O1 -4.036 3.905 2.045
O2 -2.108 4.706 3.366
F1 -2.788 2.373 3.292
C10 -0.265 2.737 1.550
I1 0.334 2.523 3.551
C11 0.598 2.370 0.559
S2 2.216 1.660 0.856
O3 2.219 0.903 2.067
O4 2.722 1.055 -0.329
C12 3.288 3.160 1.204
F2 4.344 2.666 1.873
F3 2.610 4.002 2.009
C13 3.803 3.981 -0.051
F4 5.135 3.893 -0.130
F5 3.464 5.274 0.105
F6 3.274 3.553 -1.198
C14 0.196 2.529 -0.812
N1 0.855 2.187 -1.923
S3 -0.088 2.588 -3.147
N2 -1.341 3.196 -2.392
C15 -1.062 3.120 -1.085
C16 -2.041 6.454 -0.704
H1 -0.421 8.264 0.293
H2 0.037 8.897 -1.279
H3 -1.342 9.582 -0.433
H4 -1.975 8.828 -3.083
H5 -3.424 7.195 -4.196
H6 -3.978 5.051 -3.078
H7 -3.706 3.549 -1.260
H8 -3.889 4.509 0.201
H9 -1.651 6.255 0.290
C17 0.885 -4.881 5.818
O5 0.430 -3.546 5.744
C18 1.454 -2.561 5.789
C19 1.626 -1.872 4.455
N3 2.193 -2.762 3.451
C20 2.207 -2.213 2.097
C21 0.893 -1.784 1.458
O6 0.016 -2.845 1.123
C22 -0.777 -3.341 2.183
H10 0.011 -5.511 5.975
H11 1.385 -5.205 4.898
H12 1.573 -5.021 6.657
H13 2.398 -3.001 6.125
H14 1.149 -1.814 6.528
H15 2.300 -1.019 4.582
H16 0.644 -1.475 4.163
H17 1.683 -3.635 3.460
H18 2.667 -2.962 1.446
H19 2.868 -1.342 2.094
H20 1.144 -1.303 0.509
H21 0.364 -1.034 2.059
H22 -1.062 -2.549 2.880
H23 -0.274 -4.140 2.736
H24 -1.683 -3.762 1.744
C23 2.705 -4.170 -3.279
O7 1.978 -4.935 -2.343
C24 1.090 -4.186 -1.517
C25 -0.355 -4.455 -1.868
N4 -0.706 -3.898 -3.168
C26 -2.011 -4.298 -3.682
C27 -2.284 -5.779 -3.920
O8 -1.556 -6.347 -4.991
C28 -0.239 -6.758 -4.682
H25 3.476 -4.816 -3.697
H26 2.079 -3.805 -4.102
H27 3.188 -3.312 -2.803
H28 1.311 -3.116 -1.575
H29 1.258 -4.505 -0.488
H30 -0.984 -3.993 -1.103
H31 -0.507 -5.543 -1.818
H32 0.004 -4.154 -3.841
H33 -2.159 -3.782 -4.633
H34 -2.776 -3.921 -2.995
H35 -3.336 -5.871 -4.201
H36 -2.146 -6.378 -3.012
H37 -0.164 -7.138 -3.659
H38 0.488 -5.951 -4.814
H39 0.023 -7.560 -5.373

For the HOMO-LUMO gap, the calculation gives 0.2438 hartree. As for the calculated total energy: -4002.57154 Ha. The energy above the lowest of the compared OMol25 structures with the same formula, charge and spin is 0.00 kcal per mole.

Atom charges from the Mulliken analysis, given in e for atoms 1 to 4:
1 C -1.577
2 C 0.586
3 C -0.543
4 C -0.740


# 2
The following is a DFT calculation (ωB97M-V with the def2-TZVPD basis set) of the molecule C5H13N3 at a distorted geometry.

CARTESIAN COORDINATES (ANGSTROEM)
C1 -0.558 -0.707 0.729
C2 -0.016 1.377 -0.686
C3 -1.011 0.231 -0.401
C4 -1.389 -1.990 0.733
C5 1.159 0.805 -1.654
N1 0.584 2.000 0.455
N2 0.828 -1.096 0.550
N3 1.606 -0.554 1.375
H1 -0.672 -0.191 1.697
H2 -0.506 2.148 -1.289
H3 1.191 1.226 0.995
H4 -0.127 2.175 1.163
H5 2.560 -0.919 1.244
H6 -1.985 0.641 -0.112
H7 -1.146 -0.351 -1.313
H8 -2.447 -1.743 0.788
H9 -1.134 -2.609 1.592
H10 -1.201 -2.552 -0.178
H11 1.917 1.581 -1.708
H12 0.721 0.650 -2.636
H13 1.626 -0.122 -1.343

For the HOMO-LUMO gap, the calculation gives 0.3469 hartree. As for the calculated total energy: -362.51083 Ha. The structure (SMILES) is [H]/N=N/[C@H](C)C[C@H](C)N. The energy above the lowest of the compared OMol25 structures with the same formula, charge and spin is 44.83 kcal per mole.

Atom charges from the Mulliken analysis, given in e for atoms 1 to 4:
1 C 0.647
2 C -0.005
3 C -0.885
4 C -1.569


# 3
The following is a DFT calculation (ωB97M-V with the def2-TZVPD basis set) of a cluster of 2 separate species, Br2ClHNP in total at a distorted geometry.

CARTESIAN COORDINATES (ANGSTROEM)
N1 -2.241 0.265 0.098
P1 -0.855 0.418 0.786
Cl1 -0.339 -1.138 1.783
Br1 4.954 -1.051 -1.302
Br2 0.842 0.444 -0.954
H1 -2.361 1.061 -0.412

For the HOMO-LUMO gap (alpha / beta), the calculation gives 0.2797 / 0.2182 hartree. As for the calculated total energy: -6004.87087 Ha. The energy above the lowest of the compared OMol25 structures with the same formula, charge and spin is 48.20 kcal per mole.

Atom charges from the Mulliken analysis, given in e for atoms 1 to 4:
1 N -0.438
2 P 0.441
3 Cl -0.106
4 Br 0.000


# 4
The following is a DFT calculation (ωB97M-V with the def2-TZVPD basis set) of a cluster of 2 separate species, C2H2ClF3S in total at a distorted geometry.

CARTESIAN COORDINATES (ANGSTROEM)
C1 -0.953 0.675 -0.099
C2 0.500 0.641 0.293
F1 -1.174 0.766 -1.458
F2 1.195 1.598 -0.207
F3 0.763 0.266 1.524
S1 1.579 -1.835 -0.886
Cl1 0.963 -3.450 0.091
H1 -1.525 -0.206 0.200
H2 -1.348 1.545 0.542

For the HOMO-LUMO gap (alpha / beta), the calculation gives 0.3169 / 0.2496 hartree. As for the calculated total energy: -1235.26628 Ha. The energy above the lowest of the compared OMol25 structures with the same formula, charge and spin is 64.19 kcal per mole.

Atom charges from the Mulliken analysis, given in e for atoms 1 to 4:
1 C -0.042
2 C 0.266
3 F -0.236
4 F -0.195


# 5
The following is a DFT calculation (ωB97M-V with the def2-TZVPD basis set) of a cluster of 11 separate species, C19H60O19 in total at a distorted geometry.

CARTESIAN COORDINATES (ANGSTROEM)
O1 5.513 -2.578 2.770
H1 6.039 -3.377 2.781
H2 4.684 -2.831 3.176
O2 7.944 -0.559 -0.737
H3 7.653 -1.471 -0.723
H4 7.355 -0.109 -0.132
C1 6.807 5.039 1.156
C2 8.102 4.659 2.016
O3 8.027 5.280 3.288
O4 6.956 6.279 0.472
H5 5.962 4.955 1.838
H6 6.558 4.319 0.376
H7 9.030 4.894 1.494
H8 8.214 3.629 2.353
H9 8.920 5.231 3.637
H10 7.210 6.928 1.132
C3 2.373 -1.612 7.380
C4 1.438 -0.502 7.065
O5 1.694 0.667 7.845
O6 2.297 -2.575 6.380
H11 2.058 -1.945 8.369
H12 3.436 -1.399 7.494
H13 0.422 -0.856 7.238
H14 1.479 -0.212 6.015
H15 2.571 0.960 7.587
H16 2.494 -3.420 6.789
C5 0.657 -3.945 -6.370
C6 -0.425 -2.890 -6.793
O7 -1.487 -2.893 -5.851
O8 0.125 -5.277 -6.232
H17 1.003 -3.657 -5.378
H18 1.409 -3.941 -7.159
H19 -0.738 -2.943 -7.836
H20 0.009 -1.890 -6.797
H21 -1.114 -2.628 -5.007
H22 -0.268 -5.375 -5.362
C7 0.284 7.532 0.732
C8 -0.541 6.965 -0.497
O9 0.443 6.840 -1.533
O10 -0.531 7.848 1.831
H23 0.947 8.372 0.525
H24 0.945 6.727 1.052
H25 -1.533 7.392 -0.637
H26 -0.842 5.917 -0.472
H27 0.503 7.678 -1.998
H28 -0.229 7.360 2.601
C9 -7.239 -2.059 -3.343
C10 -8.755 -2.181 -2.987
O11 -9.090 -3.474 -2.498
O12 -7.038 -2.578 -4.658
H29 -6.749 -2.645 -2.565
H30 -6.964 -1.004 -3.320
H31 -9.274 -1.784 -3.860
H32 -8.978 -1.503 -2.164
H33 -8.954 -4.092 -3.220
H34 -6.089 -2.649 -4.790
C11 -7.296 -2.043 8.288
C12 -6.828 -1.644 6.911
O13 -5.455 -1.289 6.890
O14 -7.969 -0.864 8.906
H35 -6.549 -2.336 9.026
H36 -7.942 -2.920 8.330
H37 -7.391 -0.779 6.559
H38 -7.035 -2.503 6.274
H39 -5.495 -0.465 7.381
H40 -8.507 -1.168 9.640
C13 1.098 5.436 -9.786
C14 1.163 5.348 -8.279
O15 1.171 4.053 -7.693
O16 2.193 4.752 -10.305
H41 1.171 6.484 -10.074
H42 0.132 5.130 -10.189
H43 0.343 5.972 -7.925
H44 2.023 5.879 -7.870
H45 1.096 4.018 -6.737
H46 2.278 4.021 -9.689
C15 1.665 -8.081 0.153
C16 0.857 -7.039 0.864
O17 -0.368 -6.745 0.140
O18 0.954 -9.294 -0.012
H47 2.666 -8.118 0.582
H48 1.856 -7.648 -0.829
H49 1.447 -6.122 0.869
H50 0.590 -7.344 1.876
H51 -0.830 -7.572 -0.015
H52 0.127 -9.057 -0.437
C17 0.789 0.476 0.101
C18 -0.397 -0.496 0.467
C19 -1.644 0.197 0.899
O19 -0.660 -1.193 -0.674
H53 0.563 1.031 -0.809
H54 1.796 0.069 0.008
H55 0.853 1.193 0.920
H56 -0.070 -1.207 1.226
H57 -2.227 0.656 0.100
H58 -1.425 1.065 1.522
H59 -2.399 -0.443 1.355
H60 -1.065 -2.030 -0.437

For the HOMO-LUMO gap, the calculation gives 0.3653 hartree. As for the calculated total energy: -2189.16817 Ha. The structure (SMILES) is CC(C)O.OCCO.OCCO.OCCO.OCCO.OCCO.OCCO.OCCO.OCCO.O.O. The energy above the lowest of the compared OMol25 structures with the same formula, charge and spin is 105.92 kcal per mole.

Atom charges from the Mulliken analysis, given in e for atoms 1 to 4:
1 O -0.635
2 H 0.319
3 H 0.316
4 O -0.631


Q: The highest calculated total energy belongs to which entry?
A: C5H13N3